An isolated molecule of C48H78O16. Source: the Open Molecules 2025 dataset; level of theory: the ωB97M-V functional and the def2-TZVPD basis.

Results
Electronic energy in eV: -83802.658

Geometry as XYZ:
```
142
Properties=species:S:1:pos:R:3:forces:R:3
C -0.630890 -3.148291 -0.103330 0.1943 -0.1193 -0.4460
C 0.199058 -3.232248 -1.378805 -0.4299 0.4167 0.1709
C 0.643981 -1.836032 -1.850780 0.3893 -0.3071 -0.1473
O -0.455878 -0.984557 -2.029334 -0.3672 0.2239 -0.0594
H -1.026512 -1.332256 -2.725166 0.0082 0.0158 0.0007
C 1.532678 -1.921494 -3.112316 -0.2794 -0.4244 0.0963
O 2.553995 -0.959009 -3.104632 0.3524 0.5664 -0.0217
H 3.065622 -1.079527 -2.287335 -0.0908 -0.0458 0.0228
C 2.163873 -3.330601 -3.247593 -0.1715 0.0958 0.5686
O 3.288826 -3.294454 -4.064364 0.3622 0.0619 -0.1921
H 3.622752 -2.380343 -4.043489 -0.1105 -0.1964 0.0108
C 2.496936 -3.812099 -1.821903 0.3595 -0.3492 -0.6954
O 3.263169 -2.790280 -1.230866 -0.1827 -0.1510 -0.0477
C 4.069115 -3.088323 -0.109204 0.1756 0.2494 0.4682
C 3.301362 -3.092895 1.221601 0.4682 0.1984 -0.0833
O 2.480325 -4.219783 1.383857 -0.1440 -0.2950 -0.0542
H 1.885233 -4.294311 0.616358 0.0024 0.0550 0.1216
C 4.301814 -3.129433 2.388823 0.0740 -0.0098 -0.7532
O 3.627912 -3.055470 3.611568 -0.2181 0.0495 0.2829
H 2.897592 -3.687621 3.567079 0.0464 0.0584 0.0185
C 5.268438 -1.953782 2.269321 -0.1243 -0.1177 0.7706
C 6.308003 -1.930016 3.396550 -0.4662 -0.3099 -0.3128
O 6.853449 -0.663215 3.621485 0.2496 0.5357 -0.0678
H 7.298518 -0.339478 2.825289 -0.0232 0.0126 0.0947
H 5.804054 -2.211022 4.322949 0.0698 -0.0732 -0.1092
H 7.085743 -2.670284 3.163031 -0.0951 -0.0503 0.0529
H 4.687778 -1.022494 2.301181 0.0914 -0.0515 0.0134
O 5.971137 -2.053703 1.024673 0.0689 -0.0703 0.1209
C 5.154801 -1.989997 -0.108110 0.0049 -0.3564 -0.7355
O 4.523247 -0.753545 -0.263017 -0.1574 0.0685 0.0533
C 5.383309 0.320940 -0.630034 0.0689 0.6128 -0.0496
C 6.149689 0.934594 0.554374 -0.5380 0.1601 0.0438
O 7.395899 0.291402 0.746997 0.3651 -0.1646 0.0619
H 7.219826 -0.663305 0.794585 0.0070 0.0674 -0.0725
C 6.423233 2.436991 0.304437 -0.2608 -0.2666 -0.3221
O 7.543790 2.863821 1.021790 0.3915 0.0573 0.1189
H 8.196900 2.151349 0.988558 -0.0318 0.0409 0.0477
H 5.571153 3.020316 0.665389 0.1055 -0.1414 -0.0606
C 6.578600 2.705726 -1.203617 0.3302 0.3571 0.2825
C 6.840291 4.182214 -1.466776 -0.0463 -0.4978 0.0005
H 5.976616 4.762015 -1.154109 -0.1264 0.0986 0.0495
H 7.709478 4.500802 -0.899300 0.0846 0.0600 -0.0091
H 7.009346 4.344972 -2.526763 0.0249 0.0776 -0.1198
O 5.402815 2.329663 -1.928694 -0.0458 0.1114 -0.0040
C 4.547708 1.427811 -1.307170 0.0799 -0.7943 -0.3690
O 3.727847 2.083211 -0.386535 -0.1092 0.0674 0.1754
C 2.353352 1.702642 -0.325167 -0.2939 0.0042 0.3041
C 2.064441 1.129630 1.057987 0.0024 -0.0272 -0.3349
C 0.609050 0.696321 1.185210 0.0723 0.2463 0.0862
H 0.451858 0.309176 2.193037 -0.0469 -0.1098 0.0185
H 0.423221 -0.116838 0.481589 -0.0798 -0.1449 -0.0518
C -0.390927 1.833735 0.891417 -0.0476 -0.3589 -0.1719
C -0.374379 2.808362 2.075523 0.0659 -0.0397 -0.1191
H -1.155782 2.541983 2.782248 -0.0721 0.0329 0.1321
H 0.572271 2.759967 2.606750 0.1051 0.0614 0.0688
H -0.527982 3.837209 1.772109 -0.0428 0.1642 0.0471
C -0.022012 2.427780 -0.494123 0.0631 0.2971 0.1308
C -1.058821 3.464321 -0.928364 0.0102 -0.2699 -0.1443
H -1.116566 4.278676 -0.208378 0.0330 0.1138 0.0297
H -0.767026 3.901305 -1.883004 0.0278 0.0942 0.0114
C -2.429075 2.813654 -1.117133 0.0198 0.0202 0.1472
H -2.346495 2.122863 -1.956820 -0.0263 -0.0204 -0.0970
H -3.152235 3.583806 -1.393308 -0.0913 -0.0093 -0.0696
C -2.921962 2.085741 0.144052 0.0292 -0.0254 -0.1533
C -3.325128 3.166080 1.154860 0.0767 -0.0221 0.0097
H -3.477031 2.753797 2.144858 0.0103 0.1425 0.0797
H -4.249920 3.650430 0.857057 -0.0835 0.0640 0.0054
H -2.565906 3.935781 1.209599 0.1152 0.1175 0.0099
C -1.790812 1.179674 0.695667 -0.0467 0.1825 -0.0771
C -2.304805 0.448635 1.898298 0.0982 -0.2005 -0.0822
C -3.581211 0.142896 2.081152 -0.1118 0.1629 0.1036
C -4.689014 0.561304 1.161988 0.1585 -0.3123 -0.0816
C -5.822972 -0.486303 1.023093 0.0425 0.2359 -0.2884
C -5.738240 -1.861393 0.363834 0.0049 -0.1190 0.3497
H -5.543336 -1.777820 -0.702366 -0.0027 -0.0063 -0.0253
C -4.653829 -2.712029 1.027369 -0.0551 0.1553 -0.2607
H -4.447125 -3.604562 0.442975 0.0461 -0.1458 -0.0043
H -3.729952 -2.149534 1.132906 0.1166 -0.0662 0.0102
H -4.970626 -3.016798 2.023027 -0.0247 -0.0639 0.1759
C -7.123174 -2.524693 0.517775 -0.0468 -0.0202 -0.4725
C -7.156086 -3.915045 -0.114906 0.0071 0.1825 0.2725
H -6.496536 -4.604007 0.404740 0.0759 -0.1384 -0.0046
H -6.854564 -3.861987 -1.158796 0.0474 -0.0200 -0.1700
H -8.164846 -4.320299 -0.072483 -0.0894 -0.0834 -0.0256
C -8.207405 -1.654806 -0.122160 -0.0690 -0.0079 0.2496
H -7.995727 -1.555266 -1.185505 -0.0814 -0.0956 -0.0190
C -8.282976 -0.268018 0.511384 0.1574 0.0036 -0.2286
C -6.928113 0.432646 0.482717 -0.2183 0.0772 0.1047
C -6.789653 1.558535 1.514643 -0.4135 -0.1047 -0.0850
H -7.110510 2.537718 1.141828 0.0076 -0.0026 -0.0290
O -5.418436 1.605103 1.853899 0.2800 0.0832 0.0956
H -7.372800 1.334351 2.418004 0.0041 -0.0220 -0.1390
C -6.603696 1.044058 -0.897568 -0.0404 0.6806 0.2898
O -6.627077 0.056480 -1.912930 -0.0947 -0.3039 -0.3298
H -6.506389 0.500172 -2.759648 -0.0047 -0.0129 0.0531
C -5.279787 1.836913 -0.896398 -0.0192 -0.1881 0.1756
H -5.468488 2.799069 -0.425490 -0.0188 0.0872 -0.0420
H -4.996383 2.030786 -1.934585 -0.0183 0.0866 -0.0412
C -4.126361 1.115731 -0.177877 -0.1542 0.1740 -0.0110
C -3.663752 -0.036947 -1.085141 -0.0908 -0.0061 0.0580
H -2.919182 0.299510 -1.800743 0.1061 0.0167 -0.0401
H -4.504311 -0.421118 -1.649759 0.0411 -0.0721 -0.0151
H -3.239769 -0.850300 -0.507057 0.1595 -0.1680 0.0240
H -7.415536 1.764846 -1.110543 0.1286 -0.1184 0.1198
H -9.030865 0.337592 -0.005237 -0.0839 0.0627 0.0385
H -8.598942 -0.371147 1.553086 -0.0317 0.0321 0.0508
H -9.177340 -2.145509 -0.011791 -0.0201 -0.0581 -0.0371
H -7.343191 -2.625866 1.587848 0.0520 0.0367 0.0755
H -6.097090 -0.696650 2.068496 0.0096 0.0100 0.0232
H -3.900294 -0.376995 2.973750 0.0070 -0.1181 0.1510
H -1.582981 0.123460 2.632781 0.0558 -0.0805 0.1744
H -1.603476 0.424304 -0.074294 0.0430 -0.0201 -0.0377
H -0.121770 1.585019 -1.192225 -0.0181 -0.0782 -0.0263
C 1.442022 2.903004 -0.675290 0.2625 -0.2222 -0.2143
C 1.832477 4.136266 0.138178 -0.0119 -0.2506 -0.0530
H 2.857961 4.402266 -0.105338 0.0913 0.1082 -0.0151
H 1.188633 4.974621 -0.114796 -0.0794 0.1288 0.0092
H 1.777044 3.961938 1.204752 -0.0082 0.0603 0.2152
C 1.706729 3.228415 -2.154958 -0.0429 -0.0513 0.2521
H 2.778728 3.316363 -2.316100 0.1159 0.0629 -0.0597
H 1.323994 2.442182 -2.802842 -0.0727 -0.1219 -0.1276
H 1.252077 4.172587 -2.441356 -0.0431 0.0957 -0.0782
H 2.326214 1.874734 1.808072 0.0418 0.0565 0.0983
H 2.721031 0.270175 1.213092 0.0349 0.0247 0.0516
H 2.167534 0.920905 -1.073411 -0.0332 -0.0011 -0.0416
H 3.942440 0.990825 -2.115739 0.0200 0.0844 0.1779
H 7.424183 2.107522 -1.581234 -0.0836 0.0472 0.0796
H 5.534255 0.842292 1.459090 0.0472 -0.0047 -0.1034
H 6.112270 -0.042529 -1.371579 -0.0724 0.0530 0.0819
H 5.840888 -2.167173 -0.954993 -0.1672 0.0766 0.1508
H 4.871575 -4.071673 2.318394 -0.0284 0.0939 -0.0438
H 2.708721 -2.165291 1.283071 0.1028 -0.0288 0.0469
H 4.554354 -4.066956 -0.238720 -0.0151 0.1302 -0.0001
O 1.320640 -4.083552 -1.112625 -0.0591 -0.0198 0.2113
H 3.064874 -4.753222 -1.839106 -0.0400 0.1929 0.0296
H 1.456450 -4.045514 -3.682737 -0.0137 0.1129 0.1128
H 0.935658 -1.700002 -4.005116 -0.0152 -0.0862 0.1395
H 1.234675 -1.372448 -1.052239 -0.0182 -0.1217 -0.0912
H -0.402402 -3.699601 -2.176134 0.0632 0.0565 0.0638
H -0.946505 -4.142963 0.196820 -0.0721 -0.1085 0.0750
H -0.046047 -2.707128 0.699463 0.1058 0.0964 0.1238
H -1.506674 -2.530150 -0.277014 -0.1060 0.0419 0.0326
```
Forces are in eV/Å.